(1)
{
  "formula": "C4H8F3N3O",
  "method": "ωB97M-V/def2-TZVPD",
  "symbols": ["C", "C", "N", "C", "O", "N", "N", "C", "F", "F", "F", "H", "H", "H", "H", "H", "H", "H", "H"],
  "coordinates": [[-0.0469, 1.8296, 0.7417], [-0.4315, 0.5954, -0.1582], [-1.0358, 1.1378, -1.4127], [0.9090, -0.2129, -0.3488], [1.6810, 0.2208, -1.1602], [1.0334, -1.3355, 0.3240], [2.2718, -2.1206, 0.2703], [-1.5471, -0.3118, 0.3526], [-1.4262, -0.5500, 1.6713], [-1.6546, -1.5232, -0.2976], [-2.8011, 0.1998, 0.3315], [-0.8722, 2.6417, 0.8721], [0.1186, 1.5224, 1.7557], [0.7608, 2.2908, 0.2797], [-0.3297, 1.3509, -1.9979], [-1.7589, 0.5085, -1.8488], [0.5195, -1.6607, 1.1563], [1.8661, -3.0296, -0.0245], [2.7437, -1.5534, -0.5065]],
  "forces_ev_per_angstrom": [[-3.722, -0.173, 0.644], [-1.176, 0.809, -0.513], [-2.738, -1.937, 2.504], [-2.716, 0.930, -0.083], [1.573, 0.170, -0.909], [0.952, -2.297, 2.289], [-1.044, 1.635, -1.399], [-1.623, -0.291, 1.369], [1.095, -0.835, 0.468], [0.465, 1.161, 0.421], [0.417, 0.457, -1.119], [1.073, -1.679, -0.775], [0.746, -0.286, 0.470], [1.662, 0.737, -0.592], [2.742, 0.798, -2.813], [1.465, 0.835, 0.539], [-0.081, 1.107, -0.958], [1.210, 0.675, -0.460], [-0.300, -1.817, 0.917]],
  "fmax_ev_per_a": 4.19,
  "smiles": "C[C@@](N)(C(=O)NN)C(F)(F)F",
  "e_above_lowest_kcal_mol": 0.0,
  "e_lumo_ev": 0.73,
  "energy_ha": -696.29405
}



(2)
{
  "formula": "CH3N5O3",
  "method": "ωB97M-V/def2-TZVPD",
  "symbols": ["O", "N", "N", "N", "O", "O", "H", "N", "C", "N", "H", "H"],
  "coordinates": [[-0.5127, 1.7972, -1.8780], [-1.1061, 0.7793, -1.6913], [-0.8130, -0.1221, -0.8956], [-1.2818, -1.2079, -0.4190], [-0.9042, -2.3694, -0.5133], [-2.1025, -1.0407, 0.6964], [-2.0840, -1.7632, 1.3162], [2.2858, 0.2225, -0.3224], [1.6346, 0.5999, 0.6489], [0.9121, 0.8885, 1.5938], [3.2180, 0.5157, -0.5790], [0.7538, 1.6999, 2.0432]],
  "forces_ev_per_angstrom": [[1.040, 0.050, 0.777], [-3.439, 0.861, -2.959], [2.134, -3.058, 3.130], [-0.007, -0.577, 1.652], [0.508, 0.815, -1.448], [-1.050, 3.210, -0.907], [0.783, -1.293, -0.263], [-1.200, 0.352, 0.908], [0.583, 0.912, 0.016], [1.566, -4.217, -2.576], [-0.180, -0.223, 0.350], [-0.738, 3.168, 1.322]],
  "fmax_ev_per_a": 5.18,
  "smiles": "O=N/N=[N+](/[O-])O.N=C=N",
  "e_above_lowest_kcal_mol": 54.5,
  "e_lumo_ev": [-0.95, -0.94],
  "energy_ha": -539.09193
}



Across the entries above, M takes the values 171.1 133.1 Da, respectively.